(a)
# C17H24N4O3

The molecule C17H24N4O3 (the ωB97M-V functional and the def2-TZVPD basis, the Open Molecules 2025 dataset).

CARTESIAN COORDINATES (ANGSTROEM)
C1 0.17 -4.20 -4.95
O1 -0.12 -3.35 -3.80
C2 0.08 -1.98 -3.95
C3 -0.67 -1.06 -3.14
C4 -0.61 0.32 -3.38
N1 -1.39 1.26 -2.75
C5 -1.49 1.33 -1.35
N2 -1.85 2.42 -0.78
N3 -1.86 2.18 0.55
C6 -1.50 0.95 0.68
C7 -1.44 0.23 2.00
C8 -0.72 1.04 3.06
N4 -0.77 0.31 4.36
C9 -1.40 1.01 5.48
C10 -0.39 2.00 6.11
C11 0.92 1.27 6.45
C12 1.49 0.42 5.32
C13 0.42 -0.51 4.68
O2 -1.25 0.34 -0.48
C14 0.20 0.76 -4.43
C15 0.94 -0.12 -5.22
O3 1.67 0.52 -6.22
C16 2.53 -0.27 -7.03
C17 0.84 -1.47 -5.00
H1 -0.32 -3.79 -5.89
H2 -0.27 -5.16 -4.71
H3 1.27 -4.26 -5.10
H4 -1.22 -1.49 -2.33
H5 -1.45 2.15 -3.19
H6 -0.96 -0.73 1.84
H7 -2.44 0.05 2.28
H8 0.28 1.25 2.69
H9 -1.25 2.00 3.19
H10 -2.24 1.54 5.07
H11 -1.80 0.29 6.18
H12 -0.18 2.77 5.33
H13 -0.83 2.51 6.97
H14 1.67 2.00 6.77
H15 0.72 0.59 7.33
H16 2.29 -0.19 5.70
H17 1.94 1.06 4.55
H18 0.84 -0.97 3.74
H19 0.15 -1.29 5.35
H20 0.31 1.82 -4.63
H21 2.92 0.37 -7.85
H22 2.00 -1.09 -7.47
H23 3.35 -0.65 -6.44
H24 1.41 -2.15 -5.61

Properties
Frontier orbital gap: 0.3163 Eh
E_HOMO: -7.93 eV

(b)
# C17H24N4O3

The molecule C17H24N4O3 (the ωB97M-V functional and the def2-TZVPD basis, the Open Molecules 2025 dataset).

CARTESIAN COORDINATES (ANGSTROEM)
N1 -2.43 4.58 0.27
C1 -2.78 3.10 0.70
C2 -1.80 2.07 -0.13
C3 -2.57 0.65 -0.08
C4 -1.77 -0.55 0.18
C5 -1.05 -1.20 -1.02
N2 0.37 -0.61 -1.10
C6 0.95 0.45 -1.73
O1 0.26 1.37 -2.22
C7 2.45 0.66 -1.39
N3 3.04 1.67 -2.24
C8 2.91 0.92 0.12
C9 1.94 0.34 1.15
C10 1.00 1.01 1.86
N4 0.27 0.31 2.80
C11 0.82 -1.04 2.59
C12 0.34 -2.27 3.11
C13 0.74 -3.46 2.64
C14 1.67 -3.38 1.56
C15 2.31 -2.28 1.13
C16 1.73 -1.00 1.58
C17 -1.89 -1.11 -2.34
O2 -1.42 -0.74 -3.50
O3 -3.07 -1.64 -2.27
H1 -1.63 4.83 0.84
H2 -1.83 4.73 -0.65
H3 -2.84 3.09 1.85
H4 -3.86 2.88 0.45
H5 -1.41 2.34 -1.07
H6 -0.97 1.78 0.60
H7 -3.14 0.86 0.89
H8 -3.22 0.31 -0.91
H9 -2.51 -1.34 0.41
H10 -1.15 -0.39 1.11
H11 -0.95 -2.31 -0.81
H12 1.00 -1.29 -0.82
H13 2.72 -0.36 -1.46
H14 3.11 2.52 -1.77
H15 2.52 1.77 -3.13
H16 3.12 1.90 0.32
H17 3.81 0.35 0.51
H18 0.85 2.08 1.80
H19 -0.49 0.50 3.42
H20 -0.45 -2.34 3.85
H21 0.26 -4.43 2.79
H22 2.22 -4.35 1.16
H23 2.99 -2.42 0.22
H24 -3.16 -1.75 -3.30

Properties
Frontier orbital gap: 0.3231 Eh
E_HOMO: -8.35 eV

Energies relative to the most stable structure, in hartree: (a) 0.0000; (b) 0.0696.

(a)
# C2H15O5S

A cluster of 6 separate species, C2H15O5S in total (the ωB97M-V functional and the def2-TZVPD basis, the Open Molecules 2025 dataset).

CARTESIAN COORDINATES (ANGSTROEM)
C1 3.37 -0.36 -0.23
C2 2.45 0.87 -0.20
S1 0.94 0.58 0.80
H1 2.84 -1.28 -0.61
H2 3.75 -0.72 0.73
H3 4.28 -0.21 -0.88
H4 2.08 1.13 -1.28
H5 3.01 1.77 0.15
H6 -0.80 2.35 1.62
H7 -2.17 2.14 1.94
O1 -1.63 2.81 1.46
H8 -2.74 -1.75 1.28
H9 -1.76 -1.80 2.46
O2 -2.67 -1.64 2.29
H10 -1.99 2.29 -0.68
H11 -0.89 1.72 -1.56
O3 -1.85 1.82 -1.59
H12 0.54 -2.77 -0.97
H13 0.25 -1.28 -0.44
O4 0.23 -1.87 -1.22
H14 -2.36 -0.56 -1.28
H15 -2.15 -1.97 -1.03
O5 -2.73 -1.27 -0.75

Properties
Frontier orbital gap: 0.2549 Eh
Total charge: -1
E_HOMO: -3.47 eV

(b)
# C2H15O5S

A cluster of 6 separate species, C2H15O5S in total (the ωB97M-V functional and the def2-TZVPD basis, the Open Molecules 2025 dataset).

CARTESIAN COORDINATES (ANGSTROEM)
C1 -0.75 -2.76 -0.01
C2 -0.49 -1.37 0.51
S1 1.27 -0.92 0.88
H1 -0.45 -3.58 0.74
H2 -0.34 -2.96 -1.01
H3 -1.78 -2.65 -0.10
H4 -1.11 -1.07 1.40
H5 -0.84 -0.66 -0.30
H6 1.99 -0.16 -1.96
H7 1.55 -1.42 -1.37
O1 1.41 -0.90 -2.24
H8 1.11 2.70 -0.47
H9 1.62 1.34 -0.23
O2 1.78 2.13 -0.82
H10 -1.14 0.96 -0.91
H11 -0.50 0.35 -2.21
O3 -1.39 0.70 -1.87
H12 1.12 1.91 2.78
H13 0.49 0.42 2.47
O4 0.28 1.43 2.85
H14 -1.97 2.17 0.16
H15 -0.81 2.03 1.27
O5 -1.06 2.33 0.42

Properties
Frontier orbital gap: 0.2647 Eh
Total charge: -1
E_HOMO: -3.78 eV

Energies relative to the most stable structure, in hartree: (a) 0.0000; (b) 0.0100.

(a)
# C4H16N8O4

A cluster of 4 separate species, C4H16N8O4 in total (the ωB97M-V functional and the def2-TZVPD basis, the Open Molecules 2025 dataset).

CARTESIAN COORDINATES (ANGSTROEM)
N1 -2.14 -0.20 -0.11
C1 -1.52 1.01 -0.27
N2 -0.29 0.87 -0.89
O1 -2.02 2.09 0.01
H1 -1.65 -1.04 -0.35
H2 -2.95 -0.08 0.47
H3 0.28 1.66 -1.10
H4 0.00 -0.09 -0.92
N3 0.99 -1.46 2.24
C2 1.50 -2.35 3.14
N4 2.38 -3.26 2.61
O2 1.11 -2.45 4.28
H5 1.20 -1.49 1.26
H6 0.45 -0.69 2.59
H7 2.77 -3.93 3.24
H8 2.87 -3.08 1.75
N5 0.46 -4.26 -0.96
C3 -0.21 -3.41 -1.81
N6 -0.43 -3.98 -3.04
O3 -0.51 -2.25 -1.57
H9 0.44 -3.99 0.01
H10 0.56 -5.22 -1.22
H11 0.21 -4.67 -3.39
H12 -0.89 -3.36 -3.68
N7 -0.52 4.57 -0.51
C4 -0.69 5.81 0.08
N8 0.33 6.70 -0.17
O4 -1.61 6.04 0.83
H13 0.10 4.46 -1.29
H14 -1.30 3.91 -0.40
H15 0.17 7.64 0.13
H16 0.89 6.47 -0.98

Properties
Frontier orbital gap: 0.3432 Eh
E_HOMO: -9.27 eV

(b)
# C4H16N8O4

A structure of composition C4H16N8O4 (the ωB97M-V functional and the def2-TZVPD basis, the Open Molecules 2025 dataset).

CARTESIAN COORDINATES (ANGSTROEM)
C1 6.75 19.40 1.50
O1 6.32 19.19 2.61
N1 6.27 20.20 0.61
N2 7.66 18.74 0.99
H1 5.58 20.87 0.94
H2 6.49 19.99 -0.35
H3 8.10 18.93 0.10
H4 8.08 18.01 1.57
C2 10.38 19.80 2.15
O2 10.56 19.59 3.33
N3 11.33 19.79 1.22
N4 9.22 20.21 1.66
H5 11.06 20.00 0.27
H6 12.27 19.66 1.56
H7 9.02 20.61 0.76
H8 8.56 20.44 2.38
C3 13.83 20.08 1.12
O3 13.94 19.99 2.31
N5 13.30 21.10 0.68
N6 14.07 19.14 0.20
H9 12.96 21.66 1.45
H10 13.06 21.02 -0.30
H11 14.52 18.26 0.42
H12 13.75 19.49 -0.69
C4 10.56 19.25 5.60
O4 10.25 19.28 6.79
N7 9.75 18.64 4.72
N8 11.62 19.84 5.02
H13 10.09 18.65 3.77
H14 9.05 18.05 5.15
H15 12.24 20.46 5.52
H16 11.80 19.70 4.03

Properties
Frontier orbital gap: 0.2506 Eh
E_HOMO: -7.48 eV

Energies relative to the most stable structure, in hartree: (a) 0.0000; (b) 0.3625.

(a)
# C3H7N3S2

The molecule C3H7N3S2 (the ωB97M-V functional and the def2-TZVPD basis, the Open Molecules 2025 dataset).

CARTESIAN COORDINATES (ANGSTROEM)
H1 3.84 -1.68 0.03
N1 3.52 -0.65 0.14
C1 2.20 -0.56 0.13
N2 1.42 -1.44 -0.52
C2 1.40 0.58 0.64
S1 0.42 1.65 -0.35
C3 -1.27 0.99 0.09
N3 -1.36 -0.38 0.21
S2 -3.05 -0.70 -0.06
H2 1.86 -2.28 -0.89
H3 0.42 -1.67 -0.43
H4 0.61 -0.23 1.13
H5 2.06 1.31 1.25
H6 -2.14 1.85 -0.05
H7 -3.44 -1.32 1.42

Properties
Frontier orbital gap: 0.3192 Eh
E_HOMO: -9.05 eV

(b)
# C3H7N3S2

The molecule C3H7N3S2 (the ωB97M-V functional and the def2-TZVPD basis, the Open Molecules 2025 dataset).

CARTESIAN COORDINATES (ANGSTROEM)
C1 2.05 -1.12 0.28
N1 1.35 0.10 0.29
C2 0.15 0.19 -0.47
C3 -0.59 1.49 -0.43
N2 -1.21 0.36 0.23
N3 -2.43 -0.15 0.04
S1 -2.61 -1.77 -0.11
S2 -3.81 0.78 0.24
H1 2.26 -1.59 -0.69
H2 2.96 -0.86 1.03
H3 1.65 -1.94 0.85
H4 1.32 0.59 1.23
H5 0.31 -0.14 -1.50
H6 -0.11 2.22 0.20
H7 -1.28 1.82 -1.18

Properties
Frontier orbital gap (alpha / beta): 0.2529 / 0.2529 Eh
E_HOMO (alpha / beta): -8.22 / -8.22 eV

Energies relative to the most stable structure, in hartree: (a) 0.0000; (b) 0.0383.